Record 1
Here is an isolated molecule of C14H20N2O3S at a distorted geometry from OMol25. Energies are from ωB97M-V with the def2-TZVPD basis set.

XYZ file:
```
40
Properties=species:S:1:pos:R:3:forces:R:3
C -3.414423 -3.311958 0.418180 -7.8 -1.0 -4.4
C -3.802040 -1.940362 0.718371 -7.8 -2.6 0.6
O -2.919506 -1.161917 0.218014 2.5 8.0 -0.3
C -3.311545 0.218369 0.519259 -1.2 2.2 -1.0
O -4.415988 0.587924 1.018319 5.0 -2.2 -1.9
C -2.161253 1.207493 -0.065876 -1.8 -2.8 1.6
C -2.352086 2.582313 0.135777 5.4 -4.4 -2.2
C -1.245409 3.379767 -0.143771 -9.7 10.5 4.8
C -0.185623 3.071677 -0.636356 4.7 -10.5 -3.8
N -0.062088 1.670282 -0.935447 1.0 -2.7 0.0
C -0.910060 0.546483 -0.619268 -2.9 19.4 2.0
S -0.641343 -0.876412 -0.787090 3.6 -12.5 -2.7
C 0.892667 -0.964318 -1.899122 0.8 -3.6 9.6
C 2.159482 -1.220093 -0.807443 -7.3 15.5 -3.5
O 2.706949 -2.147268 -0.666789 6.1 -10.6 2.0
N 2.512320 0.205594 -0.302755 -4.4 -3.3 -3.1
C 3.422133 0.260601 0.656474 5.9 2.9 6.0
C 3.070632 -0.516481 2.122123 10.6 -3.2 -3.9
C 4.913176 -0.015378 0.096972 -4.6 1.6 -1.9
C 6.014560 0.206827 0.974177 -4.6 8.7 -3.0
H -4.210444 -4.034590 0.873516 1.3 1.1 -1.4
H -3.307143 -3.313843 -0.720876 0.1 -0.9 1.7
H -2.648007 -3.403887 0.939334 7.6 -1.8 3.9
H -3.981695 -1.769137 1.772762 -0.1 0.0 0.5
H -4.826137 -1.699346 0.172166 1.4 -0.6 1.3
H -3.200463 2.917579 0.482010 -4.3 1.7 1.9
H -1.342127 4.694221 0.024652 -0.1 -4.0 -0.2
H 0.682502 3.420710 -0.942723 3.4 2.9 -1.0
H 0.782344 -1.864341 -2.279287 -0.7 -4.0 -2.7
H 0.900370 -0.167566 -2.391638 0.6 6.5 -4.5
H 1.731031 0.911850 -0.279784 0.7 -1.3 -0.5
H 3.475712 1.360208 1.065967 -0.1 -1.5 -1.0
H 3.219651 -1.543819 1.733063 -0.7 0.1 0.9
H 3.859998 -0.380041 2.919045 -1.5 0.5 -0.8
H 2.197547 -0.222445 2.122465 -8.8 2.5 1.7
H 4.897757 -0.995549 -0.150411 -0.1 -3.6 -0.9
H 4.846725 0.465390 -0.974839 0.9 -0.2 2.2
H 6.079028 -0.021546 1.865374 -0.1 -4.0 8.5
H 6.858244 0.197621 0.553552 6.8 -0.6 -3.4
H 5.963588 1.408494 1.301638 0.1 -2.1 -1.1
```
Positions in Å, forces in eV/Å.

Values from the calculation:
Calculated total energy   -34787.197 eV
LUMO level   -0.22 eV
SMILES   CCOC(=O)c1cccnc1SCC(=O)N[C@@H](C)CC
Frontier orbital gap   8.46 eV
Strongest force on any atom   0.3828 Eh/bohr
Multiplicity   1
Energy above the lowest of the compared OMol25 structures with the same formula, charge and spin   1421.63 kJ/mol

Atom charges from the Mulliken analysis, given in e for atoms 1 to 2: atom 1 (C): -1.337, atom 2 (C): -0.289


Record 2
Here is a structure of composition C6H8N5O3 at a distorted geometry from OMol25. Energies are from ωB97M-V with the def2-TZVPD basis set.

XYZ file:
```
22
Properties=species:S:1:pos:R:3:forces:R:3
C 2.102593 1.858634 0.131407 0.5 -1.2 -1.4
C 0.295502 0.843067 -1.482189 -1.6 1.4 1.6
C 2.978477 -0.367630 0.211458 0.8 0.6 -0.4
C -1.377965 1.018623 0.115173 1.1 -0.9 -2.7
C 0.857953 1.025074 -0.095981 2.2 -4.5 1.7
C 1.007887 -1.831470 -0.208507 -1.2 -1.7 -1.5
N 3.176399 1.039408 0.067101 0.9 -0.1 0.3
N -1.111717 0.816369 -1.250057 0.4 0.5 2.8
N 1.624602 -0.643232 0.301006 -1.9 3.5 -0.9
N -0.229299 1.169010 0.772931 -1.0 0.6 2.8
N -2.585706 0.934290 0.583931 -3.1 0.0 0.2
O 2.107378 3.039654 0.147743 -0.4 1.8 0.5
O 0.827664 0.855543 -2.514616 1.1 -0.5 -1.8
O 3.915321 -1.107732 0.283622 -0.6 -0.4 -0.1
H 0.136564 -2.264049 0.362228 0.4 1.4 -0.5
H 0.844796 -2.022298 -1.361582 0.1 1.3 1.9
H 1.670285 -2.631191 -0.029691 1.5 -0.9 0.4
H 4.139081 1.441589 -0.000349 -1.2 -0.7 0.3
H -1.834326 0.921255 -1.914878 -0.5 -0.1 -1.1
H -0.176432 1.332081 1.856269 0.1 -0.5 -3.0
H -3.464260 1.016795 -0.039462 2.3 -0.4 1.3
H -2.766394 0.632850 1.550986 0.2 0.6 -0.6
```
Positions in Å, forces in eV/Å.

Values from the calculation:
Calculated total energy   -19937.628 eV
LUMO level   -4.70 eV
Frontier orbital gap   9.00 eV
Strongest force on any atom   0.1034 Eh/bohr
Multiplicity   1
Charge   +1
Energy above the lowest of the compared OMol25 structures with the same formula, charge and spin   0.00 kJ/mol

Atom charges from the Mulliken analysis, given in e for atoms 1 to 2: atom 1 (C): -0.238, atom 2 (C): 0.018


Record 3
Here is a structure of composition C28H27BF5GeN4O2PtS3Sb from OMol25. Energies are from ωB97M-V with the def2-TZVPD basis set.

XYZ file:
```
73
Properties=species:S:1:pos:R:3:forces:R:3
Pt -0.797631 1.156925 0.349168 0.0 0.0 0.1
S -2.291514 -2.448142 2.950342 0.0 0.0 0.0
Sb -2.403704 -2.108409 0.731618 0.0 0.0 0.0
S -3.039518 0.189954 0.484526 0.0 0.0 0.0
S 0.151884 -0.888880 0.080206 0.0 0.0 0.0
C 3.372030 -3.543848 1.976055 0.0 0.0 0.0
C 2.036919 -3.258856 2.649376 0.0 0.0 0.0
C 1.513476 -4.492010 3.358961 0.0 0.0 0.0
O 1.106872 -2.924794 1.588598 0.0 0.0 0.0
B 0.992322 -1.566111 1.561973 0.0 0.0 0.0
O 1.637254 -0.933580 2.582428 0.0 0.0 0.0
C 2.047966 -1.961166 3.527706 0.0 0.0 0.0
C 1.014468 -1.967787 4.643016 0.0 0.0 0.0
C 3.410712 -1.577281 4.072649 0.0 0.0 0.0
H 3.233146 -4.351298 1.257534 0.0 0.0 0.0
H 4.127389 -3.848973 2.701386 0.0 0.0 0.0
H 3.735130 -2.668100 1.436395 0.0 0.0 0.0
H 1.547180 -5.341409 2.676379 0.0 0.0 0.0
H 0.481734 -4.349160 3.674305 0.0 0.0 0.0
H 2.130877 -4.725314 4.229128 0.0 0.0 0.0
H 0.022390 -2.207969 4.261029 0.0 0.0 0.0
H 0.975402 -0.971598 5.085729 0.0 0.0 0.0
H 1.283026 -2.682886 5.422092 0.0 0.0 0.0
H 4.134097 -1.414757 3.276084 0.0 0.0 0.0
H 3.786617 -2.358019 4.736848 0.0 0.0 0.0
H 3.319971 -0.655823 4.648299 0.0 0.0 0.0
C -2.271257 3.479407 0.923554 0.0 0.0 0.0
Ge -1.545945 2.845923 2.670500 0.0 0.0 0.0
C -0.212909 4.157158 3.242335 0.0 0.0 0.0
C -3.067380 2.703193 3.880178 0.0 0.0 0.0
C -0.674635 1.120790 2.377184 0.0 0.0 0.0
H -2.215424 4.570767 0.933423 0.0 0.0 0.0
H -3.305502 3.156173 0.818989 0.0 0.0 0.0
H -1.759781 3.201761 -0.010179 0.0 0.0 0.0
H -0.648406 5.154697 3.316916 0.0 0.0 0.0
H 0.597230 4.182632 2.511226 0.0 0.0 0.0
H 0.205878 3.887168 4.212396 0.0 0.0 0.0
H -3.620867 3.642430 3.921234 0.0 0.0 0.0
H -2.742657 2.441247 4.887120 0.0 0.0 0.0
H -3.725488 1.916328 3.510650 0.0 0.0 0.0
H -1.235813 0.281907 2.789559 0.0 0.0 0.0
H 0.347947 1.109033 2.739703 0.0 0.0 0.0
F -1.870199 -1.200398 -3.194995 0.0 0.0 0.0
C -1.872619 -1.084626 -4.528876 0.0 0.0 0.0
C -2.309478 -2.147650 -5.259443 0.0 0.0 0.0
F -2.713119 -3.233212 -4.597457 0.0 0.0 0.0
C -2.342677 -2.151355 -6.679144 0.0 0.0 0.0
C -1.873968 -0.943484 -7.259093 0.0 0.0 0.0
C -1.438087 0.117861 -6.524817 0.0 0.0 0.0
F -1.032139 1.207693 -7.185245 0.0 0.0 0.0
C -1.409893 0.121048 -5.109836 0.0 0.0 0.0
C -0.956615 1.222710 -4.345373 0.0 0.0 0.0
C -1.027246 1.254068 -2.942509 0.0 0.0 0.0
N -1.059367 1.360099 -1.796498 0.0 0.0 0.0
C -0.394265 2.409026 -4.895585 0.0 0.0 0.0
N 0.068212 3.401200 -5.257126 0.0 0.0 0.0
F -1.861613 -0.823370 -8.588863 0.0 0.0 0.0
C -2.795879 -3.247122 -7.438600 0.0 0.0 0.0
C -3.275465 -4.458194 -6.865227 0.0 0.0 0.0
N -3.688243 -5.462003 -6.477724 0.0 0.0 0.0
C -2.820784 -3.260801 -8.861596 0.0 0.0 0.0
N -2.878909 -3.344106 -10.009659 0.0 0.0 0.0
F 4.377742 4.527395 -0.040707 0.0 0.0 0.0
C 3.265452 3.756862 0.039728 0.0 0.0 0.0
C 2.162854 4.091463 -0.716032 0.0 0.0 0.0
C 1.030530 3.291026 -0.624362 0.0 0.0 0.0
C 0.982044 2.176706 0.217302 0.0 0.0 0.0
C 2.127141 1.872659 0.950601 0.0 0.0 0.0
C 3.272861 2.656260 0.868746 0.0 0.0 0.0
H 2.194457 4.951222 -1.371957 0.0 0.0 0.0
H 0.177755 3.554660 -1.238141 0.0 0.0 0.0
H 2.146804 1.014679 1.606299 0.0 0.0 0.0
H 4.161229 2.418359 1.439568 0.0 0.0 0.0
```
Positions in Å, forces in eV/Å.

Values from the calculation:
Calculated total energy   -152603.514 eV
LUMO level (alpha / beta)   0.71 / -0.26 eV
Frontier orbital gap (alpha / beta)   6.05 / 5.36 eV
Strongest force on any atom   0.0020 Eh/bohr
Multiplicity   2
Charge   -1
Expectation value of S²   0.793
Energy above the lowest of the compared OMol25 structures with the same formula, charge and spin   0.00 kJ/mol

Atom charges from the Mulliken analysis, given in e for atoms 1 to 2: atom 1 (Pt): 1.206, atom 2 (S): -0.607


Record 4
Here is a structure of composition C13H22Cl2I2IrN3O2 at a distorted geometry from OMol25. Energies are from ωB97M-V with the def2-TZVPD basis set.

XYZ file:
```
45
Properties=species:S:1:pos:R:3:forces:R:3
Ir 0.712857 0.080516 0.103723 1.7 3.4 -1.6
N -0.105461 -1.508303 -0.859236 -4.5 0.7 -0.2
C 0.111222 -2.661312 -0.037253 0.6 -1.1 0.6
C 0.088785 -2.230374 1.457578 -1.5 -1.2 0.4
N 0.833566 -0.999361 1.756200 -1.1 0.2 4.2
C 2.265005 -1.188591 2.022404 1.4 -0.2 1.1
C 3.155562 -1.217153 0.746878 0.3 -1.1 0.9
N 2.715220 -0.178698 -0.135346 1.1 5.7 -1.2
H 0.024089 -1.440376 -1.900543 0.4 -1.7 1.7
H -1.330133 -1.084461 -0.867504 4.3 -2.0 1.4
H -0.658481 -3.417717 -0.220442 0.2 0.0 0.2
H 1.077880 -3.112006 -0.277543 0.0 0.0 -0.1
H -0.958730 -2.033579 1.720225 0.4 -0.1 0.0
H 0.408572 -3.060091 2.098487 0.1 0.1 -0.2
H 0.265041 -0.302878 2.619780 2.3 -3.0 -2.9
H 2.588730 -0.329653 2.624196 -0.1 -0.6 -0.1
H 2.448910 -2.076208 2.638555 -0.1 0.0 -0.3
H 4.206900 -1.079817 1.017932 -0.2 -0.2 0.1
H 3.065507 -2.188633 0.253548 0.0 0.1 -0.1
H 3.077737 1.009944 0.237009 -0.9 -4.2 -0.6
H 2.994050 -0.028930 -1.156170 0.3 -1.8 2.1
Cl 1.316406 3.481043 -2.051913 0.2 -0.4 0.1
C -0.122814 2.519650 -2.079220 -1.2 1.1 -0.9
C -1.343655 3.197745 -2.177494 0.0 -0.5 0.2
C -2.542055 2.486097 -2.214365 -0.1 0.0 0.1
C -2.522634 1.095634 -2.150830 0.4 0.0 0.0
C -1.305436 0.415473 -2.055878 -2.0 1.3 -1.4
C -0.090585 1.116027 -2.019270 -0.4 0.2 -2.4
C 1.139013 0.332215 -1.965063 0.7 1.0 0.5
H -1.364982 4.283306 -2.230829 0.2 -0.2 0.0
H -3.488055 3.016024 -2.293762 0.2 -0.1 0.0
H -3.454870 0.536475 -2.178916 0.1 0.1 0.0
H -1.315391 -0.671790 -2.011730 -0.8 1.5 -1.8
H 2.137420 0.801144 -2.062745 -1.3 0.6 -0.7
H 1.182422 -0.666921 -2.447742 0.1 1.2 -0.1
I 1.747081 1.860924 1.906509 -1.1 0.8 -1.1
I 2.749332 3.586245 3.653510 0.8 1.5 1.4
Cl -3.239284 -1.317474 3.016519 0.1 0.0 -0.1
C -3.344484 -0.315037 1.544100 -0.1 -0.2 -0.4
C -2.112064 0.580340 1.406271 -2.8 5.0 1.8
O -2.260147 1.772114 1.807420 1.3 -3.3 -1.3
O -1.107196 0.043801 0.853593 -1.1 -0.9 -0.8
H -4.256781 0.285022 1.610211 0.4 0.0 0.1
H -3.431791 -0.983673 0.682171 0.0 0.0 0.2
H 0.043722 1.593300 -0.383024 1.3 -1.6 0.9
```
Positions in Å, forces in eV/Å.

Values from the calculation:
Calculated total energy   -66474.240 eV
LUMO level (alpha / beta)   -3.50 / -5.36 eV
Frontier orbital gap (alpha / beta)   7.07 / 5.23 eV
Strongest force on any atom   0.1173 Eh/bohr
Multiplicity   2
Charge   +1
Expectation value of S²   0.777
Energy above the lowest of the compared OMol25 structures with the same formula, charge and spin   147.17 kJ/mol

Atom charges from the Mulliken analysis, given in e for atoms 1 to 2: atom 1 (Ir): 1.732, atom 2 (N): -0.826


Record 5
Here is an isolated molecule of C5H4ClOP at a distorted geometry from OMol25. Energies are from ωB97M-V with the def2-TZVPD basis set.

XYZ file:
```
12
Properties=species:S:1:pos:R:3:forces:R:3
Cl 3.344844 0.145144 -0.108798 0.1 0.2 0.2
C 1.651796 0.302963 0.014119 1.0 0.6 -0.1
P 0.735409 1.660633 0.021789 -1.7 0.3 0.2
C -0.956970 1.165858 -0.071002 -1.6 2.2 -0.9
C -1.470308 -0.083140 -0.099315 3.8 0.0 1.2
C -0.656809 -1.209326 0.171070 0.5 0.7 -0.9
C 0.414321 -1.934106 0.095294 -1.9 0.8 0.8
O -0.738461 -2.679108 -0.077987 -1.2 -1.6 -0.3
H 0.545653 3.097361 0.279474 0.8 -0.7 -0.3
H -1.734554 2.008758 -0.359286 1.9 -1.6 0.8
H -2.454877 -0.153695 -0.295878 -3.2 -0.8 -0.5
H 1.319956 -2.321342 0.430520 1.6 -0.1 0.0
```
Positions in Å, forces in eV/Å.

Values from the calculation:
Calculated total energy   -29099.604 eV
LUMO level (alpha / beta)   -0.67 / -0.66 eV
SMILES   ClC#[PH]/C=C\C1=CO1
Frontier orbital gap (alpha / beta)   6.92 / 6.92 eV
Strongest force on any atom   0.0772 Eh/bohr
Multiplicity   1
Energy above the lowest of the compared OMol25 structures with the same formula, charge and spin   637.23 kJ/mol

Atom charges from the Mulliken analysis, given in e for atoms 1 to 2: atom 1 (Cl): -0.131, atom 2 (C): -0.268


> Look up the multiplicity of the first one.

1


> What is the formula in the third record?

C28H27BF5GeN4O2PtS3Sb